119
Properties=species:S:1:pos:R:3:forces:R:3 method="wB97M-V/def2-TZVPD" multiplicity=1 homo_energy_ev=-9.3 smiles="CB(O)c1cc(CCC(=O)O)c(CC[C@](F)(Br)C(F)(F)Br)c2nc([C@@H](C)F)c(CC(=O)Br)nc12.C[C@@H]1COC(=O)O1.C[C@@H]1COC(=O)O1.C[C@@H]1COC(=O)O1.C[C@@H]1COC(=O)O1.C[C@@H]1COC(=O)O1" total_charge=0
C 1.445124 -4.178852 0.060896 -0.5016 0.4089 0.3075
B 0.120002 -4.615442 -0.643709 0.3350 -0.0307 0.3414
O 0.000619 -5.889930 -1.187515 -0.1765 0.3745 -0.3349
C -1.070241 -3.581357 -0.806782 0.1250 -0.3989 -0.4570
C -1.334255 -3.047931 -2.045942 -0.2831 -0.0544 0.6450
C -2.384155 -2.109173 -2.260795 0.4710 0.0888 0.1726
C -2.596700 -1.647676 -3.681522 -0.7374 -0.4424 0.1375
C -3.778706 -2.421860 -4.300506 0.0276 0.3812 0.1480
C -3.703383 -2.473305 -5.808054 0.1816 -0.2150 -0.1386
O -2.709545 -2.288767 -6.444747 0.0337 0.1713 -0.0306
O -4.864282 -2.764135 -6.440258 -0.0786 -0.2510 0.0543
C -3.151948 -1.691830 -1.191648 0.2048 0.0974 -0.4109
C -4.257603 -0.675858 -1.342852 -0.1196 -0.1791 0.4961
C -4.116938 0.610282 -0.506507 -0.4984 -0.0797 -0.4842
C -3.364719 1.767128 -1.130521 0.0908 0.1115 0.4513
F -3.519751 2.845583 -0.291612 0.0822 -0.1996 -0.0159
Br -4.153361 2.294123 -2.835022 0.1207 0.0196 -0.0122
C -1.823400 1.605542 -1.309402 0.2042 0.4507 -0.2207
F -1.522713 1.003938 -2.471032 -0.0852 -0.0846 0.3027
F -1.267134 2.837349 -1.345106 -0.1302 -0.2752 -0.1621
Br -0.963036 0.652394 0.137930 -0.0421 0.0192 -0.0178
C -2.907281 -2.255856 0.094160 -0.3310 0.0478 0.1951
N -3.705739 -1.887352 1.140546 0.2929 -0.3461 -0.0824
C -3.485087 -2.451813 2.301300 0.2012 0.2017 -0.1681
C -4.446421 -2.034448 3.389246 -0.5610 0.0684 -0.2102
C -5.549414 -3.052051 3.626869 0.0608 0.3139 -0.2623
F -3.797487 -1.710205 4.577197 0.0475 -0.2501 -0.0015
C -2.437815 -3.406963 2.479192 -0.0272 0.0708 0.3811
C -2.174164 -4.078647 3.808656 -0.2358 -0.0422 -0.5146
C -0.899795 -3.613257 4.462899 0.0475 -0.2712 0.0200
O -0.051944 -4.351287 4.817207 0.3658 -0.2087 0.2774
Br -0.620020 -1.707619 4.705751 -0.1353 0.1787 -0.1230
N -1.645123 -3.762071 1.504824 -0.3906 0.2998 -0.1790
C -1.877031 -3.195253 0.288268 0.1438 0.1058 -0.2354
H 2.221481 -4.082279 -0.695742 0.1488 -0.0746 0.0314
H 1.755573 -4.885502 0.831692 0.1072 -0.1612 -0.1190
H 1.313389 -3.201360 0.529280 0.1333 0.0285 0.0508
H 0.376275 -5.944034 -2.072745 0.0832 -0.2684 0.1275
H -0.713831 -3.354449 -2.881671 -0.1017 0.1028 -0.1220
H -2.848423 -0.591727 -3.729058 0.2954 0.1110 -0.0918
H -1.717596 -1.851340 -4.285119 0.1184 0.1655 0.0202
H -4.717330 -1.932974 -4.028977 -0.0757 -0.0858 0.0823
H -3.826625 -3.435447 -3.896304 0.0410 -0.1143 -0.1472
H -5.503896 -3.101911 -5.800568 -0.0876 0.1785 -0.0564
H -5.181788 -1.148671 -1.003813 -0.0167 0.0003 0.0405
H -4.433339 -0.418354 -2.382854 0.1244 0.0244 -0.0584
H -5.127419 0.989073 -0.345255 0.0276 0.1693 -0.0246
H -3.716572 0.418958 0.483263 0.1989 -0.0494 -0.0222
H -4.932614 -1.126376 3.030355 0.1830 0.1224 0.0347
H -6.123329 -3.098208 2.700472 -0.0095 -0.1786 -0.0267
H -5.177225 -4.046906 3.858825 -0.0413 -0.0367 0.1535
H -6.223915 -2.674746 4.392445 0.0677 -0.1699 0.1953
H -2.008505 -5.134413 3.600248 0.0570 -0.0475 0.0768
H -3.023910 -4.004835 4.480648 0.1185 0.2740 0.2201
C -2.166336 5.754005 -2.505271 -0.1676 0.0110 -0.3398
C -1.377450 7.025297 -2.700023 -0.1313 -0.2360 0.1782
C -1.243128 7.883302 -1.459491 0.1053 0.0383 0.0426
O -1.162113 9.206291 -2.006953 -0.0476 -0.0496 0.0601
C -1.791565 9.195978 -3.205929 -0.0283 0.0381 -0.0644
O -2.074531 10.174186 -3.821287 0.0187 -0.2587 -0.0774
O -2.053437 7.931404 -3.596351 0.0972 0.0302 0.0033
H -3.229538 5.976669 -2.410086 0.0225 0.0616 0.1412
H -2.050527 5.090852 -3.361784 0.0193 -0.0216 0.0287
H -1.831855 5.221997 -1.616707 0.0432 0.0205 0.0313
H -0.396650 6.806049 -3.128877 0.0278 0.0828 0.0048
H -0.351905 7.661404 -0.878394 0.0514 0.1285 -0.0377
H -2.121515 7.824841 -0.812589 -0.0407 -0.0504 -0.0477
C 4.930695 -6.697563 -5.344327 0.0701 0.2467 -0.1813
C 4.817180 -6.003925 -4.008328 -0.0158 -0.2221 -0.1710
C 3.816545 -6.623520 -3.055837 0.0444 -0.0710 0.2146
O 3.368768 -5.494325 -2.290988 0.0385 -0.0760 -0.3146
C 3.536215 -4.389341 -3.067714 -0.0155 0.0834 -0.0546
O 3.067621 -3.324609 -2.823369 -0.0388 -0.0212 0.0289
O 4.277836 -4.676149 -4.155237 0.0530 -0.0150 0.0948
H 4.052409 -6.493087 -5.956749 -0.0892 -0.0867 0.0900
H 5.800503 -6.338915 -5.892778 0.0040 -0.0161 0.0103
H 5.032621 -7.774682 -5.210098 0.0082 -0.0035 0.0431
H 5.798169 -5.913825 -3.537218 -0.0278 0.0397 0.0859
H 4.256321 -7.368959 -2.398532 -0.0268 0.0829 0.1097
H 2.957693 -7.058691 -3.573520 0.0343 0.0113 -0.0886
C 4.889648 -2.014979 3.321148 -0.0770 0.3594 -0.0733
C 5.083636 -2.885818 2.107128 0.0164 0.0423 0.2755
C 5.857829 -4.160652 2.369233 -0.0081 -0.0901 -0.0543
O 6.510892 -4.387584 1.107938 -0.0372 0.0218 0.1129
C 6.651739 -3.188180 0.496048 0.0469 0.0564 -0.0940
O 7.328403 -2.997371 -0.463944 -0.0427 -0.0468 -0.0190
O 5.925090 -2.241087 1.126752 -0.0727 -0.0998 -0.0307
H 5.826764 -1.526832 3.591203 0.0658 -0.1510 0.0404
H 4.159292 -1.228835 3.122700 -0.0001 -0.0372 -0.0151
H 4.541082 -2.612015 4.163548 0.0474 0.1477 -0.3377
H 4.124524 -3.103054 1.628598 0.0414 -0.0468 -0.0569
H 5.220411 -5.003956 2.621343 0.0394 -0.0576 -0.1127
H 6.616479 -4.039538 3.143490 -0.0286 0.0685 0.0371
C -1.933169 12.988249 -2.784220 -0.2596 0.4466 0.2873
C -0.943245 14.119260 -2.656220 -0.1239 -0.2915 -0.0376
C 0.502074 13.710198 -2.841079 0.0925 0.0610 -0.0613
O 1.200485 14.647864 -2.011738 -0.0197 -0.0900 -0.0074
C 0.347792 15.055324 -1.039157 -0.0223 0.0355 0.0599
O 0.668739 15.675382 -0.077730 -0.0074 0.0016 -0.0386
O -0.913244 14.652873 -1.315855 0.0447 0.0750 -0.0736
H -1.887859 12.339074 -1.910897 0.1633 -0.0954 -0.0663
H -2.949952 13.377206 -2.849203 0.0098 -0.0160 -0.0056
H -1.737133 12.400835 -3.672925 0.0481 -0.0349 -0.0600
H -1.204618 14.938287 -3.331614 0.0813 0.0465 0.0172
H 0.842586 13.793227 -3.870069 0.0824 0.0987 0.0397
H 0.699244 12.699978 -2.474326 -0.0831 -0.0157 0.0197
C 2.891567 -3.499465 9.414903 0.2780 -0.0054 0.1504
C 3.350255 -2.991654 8.068859 -0.2239 -0.1389 0.2181
C 2.529424 -3.480710 6.897842 -0.2321 0.1414 -0.1676
O 3.488607 -3.503651 5.827041 0.1635 -0.2070 0.5366
C 4.713557 -3.678380 6.397765 -0.0104 -0.0588 -0.0139
O 5.704714 -3.943691 5.795965 -0.0474 -0.0274 -0.0430
O 4.651048 -3.509891 7.734525 0.0132 0.1078 -0.0804
H 3.145725 -4.553112 9.529636 -0.1103 -0.0414 -0.1020
H 3.381779 -2.956279 10.221923 -0.0176 0.0061 -0.0054
H 1.814142 -3.375088 9.525315 -0.0101 0.0225 -0.0384
H 3.413618 -1.900622 8.074566 0.0386 0.0038 -0.0979
H 1.707159 -2.817563 6.645333 0.0309 0.0154 -0.1568
H 2.141941 -4.490331 7.048081 0.0481 -0.0249 0.0307

101
Properties=species:S:1:pos:R:3:forces:R:3 method="wB97M-V/def2-TZVPD" multiplicity=1 homo_energy_ev=-13.2 e_above_lowest_kj_mol=15.2 total_charge=+2
Ta 0.258490 -0.124809 -0.330625 0.2186 0.3340 0.5116
C -0.153428 1.655226 2.754798 -0.0541 -0.0257 -0.0441
C -0.336739 2.176059 1.373478 -0.0138 -0.0329 0.3686
N 0.669972 2.172582 0.545921 0.0984 -0.4680 -0.3975
N 0.533842 3.040726 -0.518831 -0.0523 0.0238 0.0125
C 0.856647 2.679538 -1.697250 0.1820 -0.0712 -0.2180
S 1.277547 1.008040 -2.197697 0.1114 -0.1618 0.0797
S 1.198094 3.971031 -2.837914 -0.1105 0.0171 0.1399
C 0.447664 3.429669 -4.408720 0.0124 -0.0998 0.0228
C -1.027283 3.695557 -4.500809 0.0328 0.0074 0.0587
C -1.490666 4.985628 -4.741369 0.0060 -0.0053 0.0191
C -2.847881 5.239479 -4.838488 -0.0032 -0.0028 0.0008
C -3.760823 4.202074 -4.703115 0.0019 0.0119 0.0021
C -3.307473 2.915125 -4.463300 0.0693 -0.0430 0.0435
C -1.944291 2.662862 -4.353785 -0.0791 0.0480 -0.0140
C -1.677483 2.579502 0.905489 0.1096 0.2151 0.0582
C -2.467979 3.609194 1.385191 -0.1088 -0.0489 -0.0352
C -3.710518 3.837311 0.799030 0.0557 -0.0526 -0.0122
C -4.162061 3.033595 -0.237739 0.0353 -0.0147 0.0194
C -3.385669 1.981654 -0.723049 -0.1046 0.2002 0.0876
C -2.163839 1.797282 -0.137798 0.5453 -0.4057 -0.1191
O -1.298378 0.773487 -0.570841 -0.9045 0.0004 0.0294
H 0.854246 1.274471 2.906796 0.0105 0.0347 0.0206
H -0.910958 0.913894 3.010977 -0.0173 0.0165 0.0228
H -0.301421 2.497463 3.437864 -0.0071 0.0306 0.0116
H 0.687577 2.380383 -4.576056 0.0160 -0.0313 -0.0110
H 1.000249 4.012388 -5.146645 0.0021 -0.0150 -0.0059
H -0.783513 5.796982 -4.859680 0.0289 0.0263 -0.0054
H -3.194750 6.244272 -5.034414 -0.0069 0.0261 -0.0064
H -4.819961 4.397132 -4.800353 -0.0186 -0.0034 0.0004
H -4.019789 2.105215 -4.381070 -0.0273 -0.0649 0.0168
H -1.587021 1.654679 -4.177876 0.0134 -0.0815 -0.0034
H -2.113651 4.239560 2.188912 0.0010 0.0291 0.0140
H -4.327548 4.647292 1.159090 -0.0222 0.0189 0.0038
H -5.131848 3.216333 -0.677472 -0.0288 0.0161 -0.0051
H -3.726574 1.340822 -1.519383 -0.0319 -0.0628 -0.0994
Br 4.058981 0.607120 -0.340577 0.1133 0.0511 -0.0524
C 3.344049 -0.293724 1.122708 -0.0472 0.0136 0.1167
C 4.231601 -0.616626 2.146909 -0.0283 -0.0072 0.0152
C 3.767230 -1.262834 3.270632 0.0429 -0.0086 0.0379
C 2.414822 -1.575775 3.352111 -0.0325 0.0116 -0.0242
C 1.607364 -1.230421 2.300116 0.0815 -0.1680 0.0030
N 2.037701 -0.599965 1.174376 -0.0075 0.1878 -0.1807
C 0.152655 -1.569743 2.327595 -0.1544 0.0203 -0.3929
O -0.420141 -2.144864 3.193556 0.1403 0.0346 0.0140
O -0.438923 -1.113810 1.196753 -0.1167 -0.0018 0.0554
H 5.271655 -0.345315 2.045417 0.0045 0.0019 -0.0269
H 4.446828 -1.517775 4.072730 -0.0070 0.0032 0.0100
H 1.979671 -2.077316 4.205159 -0.0176 -0.0108 -0.0092
C 3.861970 -3.317251 -4.061999 -0.0140 0.0093 -0.0007
C 4.077906 -2.615508 -2.725944 0.0130 -0.0269 0.0421
C 2.870566 -2.845926 -1.802068 -0.0436 -0.0248 -0.0477
C 1.548102 -2.897183 -2.607381 0.1630 0.0290 -0.0363
C 1.693471 -2.015987 -3.853927 -0.0241 -0.0408 -0.0208
C 2.696772 -2.660653 -4.820418 -0.0156 -0.0104 0.0214
P 0.063173 -2.503138 -1.615539 0.0369 0.3121 -0.2151
C -1.437431 -2.516644 -2.707716 -0.0088 -0.0201 -0.0910
C -1.847494 -1.150928 -3.274665 -0.0101 0.0781 0.0794
C -3.101126 -1.294251 -4.141095 0.0198 -0.0169 0.0487
C -2.905362 -2.248873 -5.335609 0.0033 0.0211 -0.0007
C -1.588509 -3.009693 -5.235068 -0.0381 -0.0189 0.0049
C -1.394776 -3.597541 -3.839542 -0.0384 0.0676 0.0023
C -0.258985 -3.868449 -0.423957 -0.0416 -0.1709 0.0606
C 0.934975 -4.351191 0.411360 -0.0705 0.0575 -0.0100
C 0.450692 -5.256368 1.560789 0.0188 0.0161 -0.0990
C -0.770393 -6.093757 1.153443 0.0288 -0.0201 0.0182
C -0.728161 -6.382825 -0.338431 -0.0208 0.0182 -0.0150
C -0.870516 -5.090002 -1.159555 0.0106 -0.0412 0.0809
H 3.650862 -4.374301 -3.879051 0.0046 -0.0192 0.0008
H 4.768119 -3.288475 -4.664612 0.0097 -0.0064 -0.0007
H 4.231442 -1.546959 -2.896150 0.0020 0.0230 0.0031
H 4.977058 -2.983524 -2.231212 0.0074 0.0157 -0.0034
H 2.828411 -2.052443 -1.045907 0.0026 0.0243 0.0042
H 3.010116 -3.781666 -1.264450 -0.0135 0.0057 0.0341
H 1.377628 -3.923679 -2.947845 0.0285 -0.0539 0.0637
H 2.063197 -1.037045 -3.547585 -0.0119 0.0159 -0.0136
H 0.742343 -1.854619 -4.355339 0.0005 0.0235 0.0079
H 3.073510 -1.891867 -5.495923 -0.0070 0.0104 -0.0141
H 2.184246 -3.398593 -5.440729 0.0060 -0.0119 -0.0091
H -2.212147 -2.801642 -1.985977 -0.0298 0.0226 -0.0518
H -1.032310 -0.703040 -3.848903 0.0043 -0.0018 -0.0199
H -2.069565 -0.466297 -2.453450 0.0525 -0.0020 -0.0802
H -3.396333 -0.308765 -4.496773 -0.0413 0.0857 0.0052
H -3.915096 -1.647792 -3.502559 -0.0062 -0.0040 0.0066
H -2.935260 -1.693845 -6.272787 -0.0010 -0.0080 -0.0098
H -3.729447 -2.962443 -5.374105 -0.0120 -0.0018 -0.0056
H -0.756563 -2.353743 -5.497902 0.0021 0.0066 -0.0198
H -1.569298 -3.822895 -5.961473 0.0098 -0.0032 0.0008
H -0.479314 -4.184833 -3.818010 0.0147 0.0536 -0.0531
H -2.204500 -4.305202 -3.650954 0.0257 -0.0243 -0.0025
H -1.011948 -3.446345 0.252502 0.0082 -0.0323 -0.0082
H 1.538070 -3.526091 0.795188 0.0368 0.0843 0.0705
H 1.596159 -4.922691 -0.239811 0.0273 -0.0184 -0.0550
H 0.206594 -4.657754 2.434731 -0.0163 0.1115 0.1196
H 1.271900 -5.915339 1.848156 0.0100 0.0250 -0.0108
H -1.695660 -5.567677 1.403268 -0.0124 0.0155 -0.0171
H -0.785708 -7.024411 1.718801 -0.0237 0.0146 0.0307
H -1.519098 -7.073018 -0.630432 0.0047 -0.0087 0.0040
H 0.215518 -6.876984 -0.580972 0.0114 -0.0087 -0.0118
H -1.925977 -4.896751 -1.354526 0.0022 -0.0196 -0.0108
H -0.389899 -5.238152 -2.127840 0.0048 -0.0242 0.0909

| no. | total energy (Eh) |
| --- | --- |
| 1 | -11239.84874 |
| 2 | -5712.56364 |